Record 1
DFT (ωB97M-V/def2-TZVPD) results for a molecular structure, C39H26Br2F7N4O3S2TeTi.

Its HOMO-LUMO gap is 7.31 eV. Its energy above the lowest of the compared OMol25 structures with the same formula, charge and spin is 1.554 eV. As for the LUMO energy: -3.47 eV. The calculated total energy is -264155.0404 eV.

```
! wB97M-V def2-TZVPD RIJCOSX def2/J DEFGRID3
* xyz 1 1
Ti 0.014 -0.167 0.449
Br -4.869 0.061 -0.431
C -4.058 0.083 1.266
C -4.855 0.153 2.427
C -4.281 0.152 3.663
Br -5.385 0.322 5.184
C -2.873 0.045 3.814
C -2.171 0.037 5.039
C -0.807 -0.055 5.031
C -0.130 -0.166 3.807
N -0.749 -0.191 2.649
C -2.103 -0.054 2.644
C -2.694 0.011 1.359
O -1.876 -0.003 0.304
H -5.929 0.227 2.323
H -2.718 0.115 5.968
H -0.239 -0.041 5.950
H 0.952 -0.214 3.797
F -2.211 0.823 -4.418
C -1.170 0.331 -3.737
C -1.190 0.380 -2.355
C -0.104 -0.107 -1.645
C 1.007 -0.636 -2.331
C 0.951 -0.692 -3.719
F 1.976 -1.207 -4.421
C -0.121 -0.214 -4.445
C 2.197 -0.942 -1.523
C 3.431 -1.378 -1.995
C 4.504 -1.447 -1.123
C 4.347 -1.059 0.197
C 3.091 -0.668 0.606
N 2.037 -0.653 -0.214
H -2.049 0.814 -1.860
H -0.122 -0.254 -5.525
H 3.554 -1.632 -3.033
H 5.468 -1.776 -1.486
H 5.172 -1.049 0.894
H 2.924 -0.329 1.621
F 0.300 2.624 3.236
Te 1.520 2.876 1.748
F 2.963 2.631 0.472
F 2.635 1.819 2.826
F -1.025 3.724 0.876
F 1.509 2.502 -2.625
O 0.679 1.453 0.908
N -2.021 -2.510 -0.970
C -1.051 -3.027 -0.226
N -0.222 -2.333 0.547
C 0.610 -3.206 1.269
C 1.513 -2.843 2.259
C 2.266 -3.822 2.884
C 2.121 -5.164 2.541
C 1.203 -5.545 1.576
C 0.455 -4.555 0.959
S -0.807 -4.750 -0.226
H -2.221 -1.518 -0.921
H -2.608 -3.104 -1.528
H 1.616 -1.811 2.559
H 2.969 -3.541 3.657
H 2.717 -5.916 3.039
H 1.068 -6.586 1.319
O -0.705 3.567 -2.336
S 0.628 3.553 -1.757
C 1.462 5.004 -2.344
C 2.761 5.235 -1.908
C 3.406 6.388 -2.327
C 2.748 7.288 -3.157
C 1.446 7.046 -3.574
C 0.789 5.895 -3.164
C -2.367 3.623 1.138
C -2.773 3.513 2.451
C -4.139 3.454 2.695
C -5.044 3.497 1.642
C -4.589 3.591 0.334
C -3.228 3.655 0.064
H 3.258 4.520 -1.263
H 4.420 6.586 -2.007
H 3.255 8.188 -3.477
H 0.941 7.755 -4.216
H -0.227 5.681 -3.467
H -2.039 3.490 3.244
H -4.496 3.380 3.714
H -6.107 3.459 1.843
H -5.294 3.621 -0.486
H -2.833 3.735 -0.941
*
```

---

Record 2
DFT (ωB97M-V/def2-TZVPD) results for 7 unconnected molecules or ions with the total composition C39H28BrNO27 in a non-equilibrium geometry.

Its SMILES is O=C1C=C(O)C(=O)C=C1O.O=C1C=C(O)C(=O)C=C1O.O=C1C=C(O)C(=O)C=C1O.O=C1C=C(O)C(=O)C=C1O.O=C1C=C(O)C(=O)C=C1O.O=C1C=C(O)C(=O)C=C1O.O=CCN(Br)C(=O)O. Its HOMO-LUMO gap is 7.38 eV. As for the LUMO energy: -1.87 eV. The calculated total energy is -167708.1762 eV.

```
! wB97M-V def2-TZVPD RIJCOSX def2/J DEFGRID3
* xyz 0 1
O -0.771 -5.118 0.886
C -1.701 -4.920 0.129
C -2.057 -3.609 -0.383
C -3.097 -3.489 -1.219
O -3.487 -2.334 -1.732
C -3.917 -4.674 -1.649
O -4.852 -4.473 -2.399
C -3.547 -5.990 -1.151
C -2.507 -6.109 -0.317
O -2.104 -7.266 0.182
H -1.456 -2.766 -0.071
H -4.257 -2.533 -2.295
H -4.133 -6.837 -1.476
H -1.348 -7.056 0.763
O 1.820 4.506 1.880
C 1.393 3.629 2.609
C 0.481 3.870 3.712
C 0.066 2.840 4.463
O -0.765 2.974 5.484
C 0.524 1.430 4.206
O 0.113 0.559 4.945
C 1.431 1.194 3.093
C 1.838 2.221 2.342
O 2.660 2.081 1.306
H 0.169 4.888 3.895
H -0.889 2.078 5.847
H 1.747 0.177 2.901
H 2.792 2.976 0.945
O 1.077 -6.583 -1.293
C 0.288 -6.981 -2.131
C -0.173 -6.186 -3.252
C -1.069 -6.705 -4.102
O -1.539 -6.044 -5.144
C -1.618 -8.096 -3.935
O -2.438 -8.477 -4.745
C -1.135 -8.899 -2.824
C -0.238 -8.381 -1.976
O 0.259 -9.050 -0.949
H 0.223 -5.187 -3.366
H -2.167 -6.644 -5.590
H -1.521 -9.903 -2.721
H 0.887 -8.447 -0.511
O -1.087 6.554 4.751
C -2.276 6.790 4.648
C -3.236 6.619 5.721
C -4.528 6.895 5.498
O -5.466 6.766 6.419
C -5.022 7.378 4.161
O -6.213 7.589 4.044
C -4.054 7.567 3.093
C -2.763 7.293 3.318
O -1.818 7.437 2.403
H -2.871 6.268 6.675
H -6.303 7.027 5.992
H -4.416 7.928 2.141
H -0.983 7.164 2.827
O 1.808 10.414 6.356
C 1.927 9.959 5.235
C 1.745 8.558 4.901
C 1.912 8.153 3.635
O 1.761 6.895 3.253
C 2.286 9.108 2.534
O 2.429 8.653 1.416
C 2.449 10.513 2.865
C 2.281 10.918 4.130
O 2.410 12.177 4.514
H 1.473 7.879 5.696
H 1.934 6.862 2.293
H 2.704 11.194 2.066
H 2.239 12.185 5.474
O 4.218 -4.689 -8.654
C 3.032 -4.479 -8.494
C 2.405 -4.315 -7.193
C 1.085 -4.101 -7.119
O 0.437 -3.943 -5.978
C 0.217 -4.027 -8.346
O -0.974 -3.848 -8.182
C 0.847 -4.171 -9.646
C 2.168 -4.381 -9.721
O 2.816 -4.522 -10.865
H 3.036 -4.373 -6.318
H -0.502 -3.817 -6.213
H 0.219 -4.102 -10.522
H 3.752 -4.666 -10.630
O 0.797 -2.595 0.189
C 1.629 -3.238 -0.383
C 2.687 -4.096 0.280
N 3.343 -3.558 1.466
Br 2.158 -3.476 2.923
C 4.007 -2.337 1.213
O 5.087 -2.327 0.665
O 3.362 -1.225 1.614
H 1.647 -3.244 -1.482
H 3.461 -4.255 -0.454
H 2.260 -5.059 0.500
H 3.504 -0.565 0.935
*
```

---

Record 3
DFT (ωB97M-V/def2-TZVPD) results for a molecular structure, C39H28Cl5N3O3PPbS.

Its HOMO-LUMO gap is 6.92 eV. As for the LUMO energy: 2.27 eV. The calculated total energy is -139499.3596 eV.

```
! wB97M-V def2-TZVPD RIJCOSX def2/J DEFGRID3
* xyz -1 1
Pb -0.119 0.288 0.223
Cl 5.639 0.020 5.542
C 4.674 -0.031 4.106
C 3.283 0.016 4.177
Cl 2.520 0.112 5.727
C 2.510 -0.020 3.023
Cl 0.773 0.025 3.148
C 3.069 -0.104 1.712
O 2.406 -0.147 0.630
C 4.499 -0.164 1.698
Cl 5.232 -0.305 0.136
C 5.271 -0.125 2.844
Cl 6.995 -0.198 2.730
C -0.770 1.171 -4.446
C -0.402 1.546 -3.020
O -0.378 0.597 -2.222
C -0.127 2.936 -2.707
C -0.234 3.892 -3.751
C -0.046 5.231 -3.558
C 0.266 5.691 -2.258
C 0.390 4.813 -1.222
C 0.214 3.393 -1.383
O 0.354 2.645 -0.362
H -0.946 0.099 -4.470
H 0.039 1.415 -5.138
H -1.672 1.695 -4.766
H -0.474 3.554 -4.751
H -0.137 5.926 -4.384
H 0.405 6.753 -2.082
H 0.630 5.147 -0.218
N -2.880 -2.199 1.098
C -3.410 -1.132 0.591
N -2.762 0.002 0.258
C -3.601 0.961 -0.283
C -3.208 2.228 -0.717
C -4.145 3.097 -1.263
C -5.482 2.731 -1.384
C -5.895 1.473 -0.948
C -4.957 0.607 -0.410
S -5.189 -1.013 0.196
H -0.931 -2.382 0.509
H -3.556 -2.933 1.260
H -2.172 2.533 -0.611
H -3.820 4.076 -1.599
H -6.202 3.422 -1.808
H -6.935 1.172 -1.025
N -0.007 -2.234 0.062
P 0.279 -3.180 -1.154
C 1.502 -4.466 -0.759
C 1.910 -4.586 0.565
C 2.892 -5.509 0.908
C 3.460 -6.312 -0.070
C 3.055 -6.196 -1.396
C 2.084 -5.270 -1.742
C 1.059 -2.330 -2.545
C 0.677 -2.517 -3.870
C 1.355 -1.849 -4.883
C 2.405 -0.995 -4.571
C 2.785 -0.806 -3.247
C 2.119 -1.474 -2.231
C -1.200 -3.996 -1.785
C -2.256 -3.162 -2.167
C -3.472 -3.711 -2.538
C -3.640 -5.092 -2.528
C -2.596 -5.922 -2.143
C -1.375 -5.376 -1.766
H 1.468 -3.925 1.304
H 3.222 -5.591 1.936
H 4.234 -7.023 0.196
H 3.510 -6.817 -2.159
H 1.779 -5.158 -2.778
H -0.151 -3.174 -4.110
H 1.056 -1.988 -5.915
H 2.926 -0.470 -5.364
H 3.597 -0.132 -3.000
H 2.409 -1.314 -1.193
H -2.124 -2.083 -2.141
H -4.295 -3.063 -2.813
H -4.594 -5.522 -2.808
H -2.734 -6.997 -2.127
H -0.562 -6.020 -1.452
*
```

---

Record 4
DFT (ωB97M-V/def2-TZVPD) results for a molecular structure, C39H28ClIMgN7O6S in a non-equilibrium geometry.

Its HOMO-LUMO gap is 5.92 eV. Its energy above the lowest of the compared OMol25 structures with the same formula, charge and spin is 0.000 eV. As for the LUMO energy: 0.51 eV. The calculated total energy is -100523.5978 eV.

```
! wB97M-V def2-TZVPD RIJCOSX def2/J DEFGRID3
* xyz -1 1
Mg -0.097 -0.254 0.494
Cl -2.377 -7.026 1.714
C -1.741 -5.402 1.727
C -0.644 -5.094 2.550
C -0.139 -3.824 2.565
C -0.676 -2.781 1.750
O -0.165 -1.616 1.772
C -1.797 -3.125 0.922
C -2.423 -2.173 0.067
N -2.035 -0.949 -0.075
C -2.723 -0.038 -0.876
C -3.893 -0.251 -1.577
C -4.515 0.789 -2.285
C -3.989 2.052 -2.305
C -2.778 2.313 -1.631
C -2.149 3.577 -1.625
C -0.948 3.733 -0.990
C -0.372 2.626 -0.348
N -0.946 1.446 -0.306
C -2.136 1.265 -0.930
C -2.306 -4.441 0.940
H -0.197 -5.870 3.158
H 0.711 -3.569 3.186
H -3.284 -2.550 -0.490
H -4.347 -1.232 -1.600
H -5.438 0.577 -2.810
H -4.484 2.851 -2.842
H -2.629 4.404 -2.133
H -0.436 4.684 -0.979
H 0.593 2.705 0.140
H -3.148 -4.692 0.304
C 4.077 0.869 1.854
C 3.696 -0.559 1.583
N 4.435 -1.503 2.114
C 4.163 -2.796 1.857
C 3.182 -3.198 0.988
C 3.000 -4.664 0.696
O 3.851 -5.132 -0.354
C 2.367 -2.207 0.393
C 1.459 -2.540 -0.666
N 0.568 -1.741 -1.141
C -0.191 -2.140 -2.248
C -0.810 -3.395 -2.302
C -1.660 -3.731 -3.342
C -1.904 -2.831 -4.368
C -1.246 -1.611 -4.378
C -0.392 -1.281 -3.339
I 0.788 0.445 -3.535
C 2.546 -0.838 0.759
O 1.766 0.098 0.366
H 4.551 0.950 2.829
H 4.798 1.197 1.100
H 3.210 1.522 1.794
H 4.789 -3.527 2.359
H 3.269 -5.249 1.576
H 1.953 -4.885 0.463
H 3.946 -4.430 -1.006
H 1.623 -3.497 -1.176
H -0.649 -4.093 -1.490
H -2.136 -4.703 -3.350
H -2.577 -3.086 -5.176
H -1.395 -0.915 -5.192
O -0.105 7.715 7.844
S 0.331 7.429 6.491
O -0.738 7.325 5.516
O 1.498 8.172 6.037
C 1.039 5.741 6.593
N 1.958 5.532 7.537
C 2.519 4.335 7.559
C 2.196 3.336 6.651
C 1.239 3.655 5.697
N 0.663 4.856 5.686
C 0.803 2.727 4.626
C -0.243 3.105 3.786
C -0.606 2.269 2.750
N -0.015 1.099 2.493
C 0.949 0.716 3.329
C 1.389 1.486 4.393
H 3.262 4.168 8.333
H 2.666 2.364 6.698
H -0.729 4.056 3.958
H -1.414 2.558 2.088
H 1.391 -0.252 3.133
H 2.194 1.113 5.011
*
```

---

Record 5
DFT (ωB97M-V/def2-TZVPD) results for a molecular structure, C39H28F12GeNO2Re.

The expectation value of S² is 3.7609. Its HOMO-LUMO gap (spin up / spin down) is 6.94 / 6.62 eV. Its energy above the lowest of the compared OMol25 structures with the same formula, charge and spin is 0.232 eV. As for the LUMO energy (spin up / spin down): 2.64 / 1.76 eV. The calculated total energy is -137741.7540 eV.

```
! wB97M-V def2-TZVPD RIJCOSX def2/J DEFGRID3
* xyz -1 4
Re -0.283 -0.247 -1.828
C -0.879 5.887 0.832
C -0.299 4.678 0.149
C 1.058 4.393 0.204
C 1.582 3.268 -0.416
C 0.744 2.400 -1.110
N 1.161 1.185 -1.655
C 2.413 1.033 -2.233
C 3.021 2.113 -2.891
C 4.258 1.997 -3.485
C 4.952 0.792 -3.460
C 6.294 0.639 -4.118
C 4.348 -0.282 -2.826
C 3.093 -0.201 -2.226
C 2.525 -1.417 -1.489
O 1.149 -1.494 -1.433
C 3.042 -1.383 -0.026
F 2.674 -2.467 0.664
F 4.387 -1.304 0.041
F 2.556 -0.309 0.606
C 2.937 -2.766 -2.153
F 2.749 -2.711 -3.479
F 2.203 -3.778 -1.690
F 4.228 -3.110 -1.944
C -0.633 2.676 -1.184
C -1.127 3.808 -0.557
C -1.463 1.667 -1.967
O -1.312 -0.930 -3.018
C -2.877 1.533 -1.429
F -3.548 0.493 -1.949
F -2.894 1.375 -0.090
F -3.670 2.620 -1.669
C -1.526 2.145 -3.414
F -2.336 1.418 -4.193
F -1.955 3.432 -3.529
F -0.302 2.129 -3.990
H -0.104 6.456 1.347
H -1.630 5.601 1.570
H -1.365 6.555 0.118
H 1.722 5.051 0.754
H 2.638 3.045 -0.339
H 2.487 3.052 -2.931
H 4.689 2.856 -3.988
H 6.714 1.611 -4.380
H 6.223 0.052 -5.038
H 7.004 0.131 -3.463
H 4.891 -1.214 -2.790
H -2.185 4.029 -0.616
C -0.631 -0.156 0.259
Ge -1.464 -1.319 1.526
C -0.091 -2.334 2.505
C 0.765 -1.683 3.391
C 1.785 -2.364 4.038
C 1.968 -3.720 3.807
C 1.128 -4.384 2.927
C 0.111 -3.694 2.282
C -2.734 -2.608 0.793
C -3.235 -3.624 1.609
C -4.151 -4.547 1.126
C -4.585 -4.466 -0.191
C -4.104 -3.457 -1.011
C -3.188 -2.535 -0.521
C -2.422 -0.162 2.794
C -1.822 1.012 3.251
C -2.481 1.866 4.121
C -3.766 1.565 4.548
C -4.383 0.409 4.095
C -3.715 -0.443 3.225
H -0.225 0.735 0.744
H 0.644 -0.622 3.581
H 2.441 -1.836 4.718
H 2.769 -4.253 4.303
H 1.271 -5.439 2.731
H -0.520 -4.224 1.579
H -2.902 -3.705 2.638
H -4.522 -5.331 1.774
H -5.298 -5.186 -0.573
H -4.438 -3.382 -2.038
H -2.836 -1.753 -1.185
H -0.829 1.285 2.908
H -1.995 2.775 4.456
H -4.288 2.234 5.220
H -5.392 0.173 4.412
H -4.221 -1.333 2.869
*
```

---

calculated total energy of number 4 (C39H28ClIMgN7O6S)? -100523.5978 eV

---

What is the calculated total energy in the fifth record? -137741.7540 eV